Entry 1:
C4H13N2O | ωB97M-V/def2-TZVPD

Charge = +1
HOMO-LUMO gap = 8.9 eV
HOMO energy = -12.2 eV
Total energy = -9378.2506 eV
Energy above the lowest of the compared OMol25 structures with the same formula, charge and spin = 3.333 eV

Last column: Mulliken charge in e.
Positions of all 20 atoms, in Å:
C  0.107  2.547  0.866  -0.872
C  0.902  1.860  -0.294  -0.762
C  0.220  0.401  -0.545  0.745
C  1.018  -0.716  -0.226  -0.850
N  0.793  -2.145  -0.440  -0.164
N  -1.018  0.467  -0.979  -0.421
H  -0.806  1.995  0.868  0.335
H  -0.210  3.639  0.589  0.241
H  0.832  2.669  1.720  0.296
H  1.949  1.606  0.204  0.225
H  1.047  2.077  -1.261  0.566
H  1.863  -0.592  0.378  0.277
H  1.319  -2.677  0.271  0.404
H  -0.172  -2.338  -0.235  0.248
H  1.017  -2.562  -1.362  0.381
H  -1.569  -0.352  -1.150  0.149
H  -1.630  1.296  -1.079  0.251
H  -1.614  -2.672  1.575  0.298
H  -2.416  -2.347  0.357  0.293
O  -1.632  -2.157  0.742  -0.640

Entry 2:
C5H10O | ωB97M-V/def2-TZVPD

Charge = 0
HOMO-LUMO gap = 11.1 eV
HOMO energy = -9.8 eV
SMILES string = C[C@H]1CCCO1
Total energy = -7394.2484 eV
Energy above the lowest of the compared OMol25 structures with the same formula, charge and spin = 0.517 eV

Last column: Mulliken charge in e.
Positions of all 16 atoms, in Å:
C  2.086  0.155  0.403  -1.395
C  0.608  0.311  0.163  0.463
C  -0.020  -0.454  -0.998  -0.686
C  -1.515  -0.359  -0.609  -0.449
C  -1.466  0.236  0.838  -0.490
O  -0.163  -0.098  1.284  -0.439
H  2.422  0.846  1.183  0.337
H  2.631  0.381  -0.520  0.341
H  2.327  -0.867  0.709  0.346
H  0.345  1.368  -0.016  0.213
H  0.231  0.006  -1.961  0.322
H  0.336  -1.491  -1.020  0.308
H  -1.953  -1.357  -0.532  0.246
H  -2.098  0.194  -1.353  0.298
H  -2.218  -0.201  1.495  0.316
H  -1.554  1.333  0.933  0.269

Entry 3:
C4H33N2O13S | ωB97M-V/def2-TZVPD

Charge = -1
HOMO-LUMO gap = 6.9 eV
HOMO energy = -4.5 eV
Total energy = -45121.9235 eV
Energy above the lowest of the compared OMol25 structures with the same formula, charge and spin = 0.000 eV

Last column: Mulliken charge in e.
Positions of all 53 atoms, in Å:
O  -2.514  -0.119  -1.458  -1.014
C  -1.370  -0.157  -0.961  0.252
N  -1.197  0.182  0.331  0.118
C  0.133  0.387  0.938  -0.497
C  0.740  1.723  0.549  0.630
S  2.569  1.646  0.487  -0.628
C  -0.149  -0.573  -1.746  0.502
N  -0.391  -1.052  -3.108  -0.675
H  -1.992  0.582  0.831  0.381
H  0.023  0.304  2.020  0.480
H  0.789  -0.443  0.692  -0.124
H  0.480  2.528  1.220  0.334
H  0.355  2.056  -0.419  -0.769
H  0.412  -1.344  -1.216  0.299
H  0.564  0.275  -1.825  -0.378
H  -0.895  -0.355  -3.659  0.357
H  -0.919  -1.911  -3.096  0.260
H  0.265  2.677  -2.601  0.398
H  -0.666  3.843  -3.024  0.266
O  -0.693  2.982  -2.591  -0.696
H  -2.948  -1.656  -2.228  0.349
H  -3.276  -3.105  -1.684  0.295
O  -2.898  -2.619  -2.419  -0.691
H  1.581  -0.845  -3.643  0.341
H  3.038  -1.275  -3.554  0.290
O  2.472  -0.502  -3.458  -0.700
H  0.515  -3.063  2.348  0.439
H  -0.687  -2.370  3.027  0.328
O  0.011  -3.025  3.200  -0.780
H  1.241  1.149  5.514  0.312
H  0.885  -0.284  5.803  0.422
O  0.628  0.637  6.057  -0.754
H  1.932  -2.482  0.280  0.342
H  0.957  -3.651  0.092  0.299
O  1.384  -3.141  0.788  -0.728
H  2.280  2.486  -1.679  0.213
H  2.143  1.502  -2.885  0.352
O  1.887  2.387  -2.587  -0.782
H  -1.810  3.038  -1.253  0.433
H  -3.027  2.130  -0.993  0.325
O  -2.641  2.980  -0.738  -0.686
H  2.214  -2.065  5.067  0.296
H  0.785  -2.266  4.575  0.478
O  1.308  -1.867  5.325  -0.742
H  2.447  -0.760  -1.364  0.465
H  3.069  -0.519  -0.031  0.177
O  2.819  -1.270  -0.628  -0.812
H  -1.709  1.904  -3.519  0.491
H  -2.562  0.684  -3.066  0.375
O  -2.232  1.155  -3.864  -0.884
H  -2.226  1.753  5.058  0.289
H  -1.101  0.865  5.706  0.423
O  -2.022  0.864  5.391  -0.668

Entry 4:
C2H5N5O | ωB97M-V/def2-TZVPD

Charge = 0
HOMO-LUMO gap = 9.2 eV
HOMO energy = -8.9 eV
Total energy = -11646.2605 eV
Energy above the lowest of the compared OMol25 structures with the same formula, charge and spin = 6.284 eV

Last column: Mulliken charge in e.
Positions of all 13 atoms, in Å:
C  -0.745  -0.724  0.020  0.292
C  0.514  -0.440  0.809  0.607
H  0.587  1.660  -0.885  0.353
H  -1.515  1.839  -1.535  0.255
H  -1.598  -0.408  -1.724  0.314
H  2.077  0.099  -0.297  0.284
H  2.043  0.679  1.255  0.219
N  -0.322  1.194  -1.581  -0.570
N  -0.637  -0.282  -1.237  -0.244
N  -1.415  -1.618  0.696  -0.459
N  0.324  -0.751  2.060  -0.388
N  1.510  0.419  0.474  -0.588
O  -0.822  -1.666  1.945  -0.074

Entry 5:
CH3NO4S2 | ωB97M-V/def2-TZVPD

Charge = 0
HOMO-LUMO gap (spin up / spin down) = 8.1 / 8.1 eV
HOMO energy (spin up / spin down) = -9.7 / -9.7 eV
Total energy = -32431.9664 eV
Energy above the lowest of the compared OMol25 structures with the same formula, charge and spin = 0.568 eV

Last column: Mulliken charge in e.
Positions of all 11 atoms, in Å:
C  2.501  -0.821  0.277  -0.011
N  -0.450  0.095  -0.197  -0.424
O  -2.267  0.807  1.603  -0.530
O  2.375  0.256  -0.165  -0.191
O  -2.207  1.972  -0.510  -0.545
O  -2.757  -0.430  -0.480  -0.610
S  0.755  0.895  -0.825  0.228
S  -2.254  0.748  0.196  1.208
H  1.520  -1.406  0.475  0.244
H  3.492  -1.288  0.300  0.283
H  -0.709  -0.828  -0.674  0.348

Entry 6:
C7H9Cl4N | ωB97M-V/def2-TZVPD

Charge = 0
HOMO-LUMO gap = 10.7 eV
HOMO energy = -10.0 eV
SMILES string = c1ccncc1.ClCCl.ClCCl
Total energy = -58984.4299 eV
Energy above the lowest of the compared OMol25 structures with the same formula, charge and spin = 0.062 eV

Last column: Mulliken charge in e.
Positions of all 21 atoms, in Å:
N  -0.396  0.328  -1.171  -0.449
C  -1.017  1.451  -0.809  0.125
C  -1.797  2.213  -1.670  -0.549
C  -1.972  1.773  -2.971  -0.249
C  -1.304  0.634  -3.374  -0.343
C  -0.561  -0.070  -2.434  -0.206
H  -0.848  1.793  0.204  0.260
H  -2.349  3.030  -1.223  0.338
H  -2.523  2.362  -3.694  0.377
H  -1.327  0.208  -4.368  0.345
H  -0.046  -0.986  -2.698  0.362
C  1.698  1.283  2.175  0.019
Cl  2.333  -0.197  2.940  -0.153
Cl  0.434  2.045  3.140  -0.162
H  2.446  2.050  2.004  0.303
H  1.318  0.987  1.201  -0.007
C  1.123  -3.628  2.558  -0.020
Cl  1.213  -4.830  1.219  -0.172
Cl  1.691  -4.324  4.077  -0.145
H  1.792  -2.820  2.299  0.042
H  0.093  -3.302  2.594  0.283

Number 1: F_max 7.40 eV Å⁻¹. Number 2: F_max 0.62 eV Å⁻¹. Number 3: F_max 1.37 eV Å⁻¹. Number 4: F_max 5.62 eV Å⁻¹. Number 5: F_max 5.19 eV Å⁻¹. Number 6: F_max 0.92 eV Å⁻¹.